Version P
Formula: C2H5N4O
Source: the OMol25 dataset
Level of theory: ωB97M-V/def2-TZVPD

ORCA input file:
```
! RIJCOSX wB97M-V def2-TZVPD def2/J DEFGRID3
* xyz 1 1
C -1.33 -0.68 0.00
C -0.20 0.14 -0.13
N 0.83 -0.51 0.52
N 0.35 -1.67 1.07
N -1.04 -1.71 0.82
N -0.08 1.28 -0.81
O -1.71 -2.61 1.23
H -2.24 -0.53 -0.60
H 1.75 -0.29 0.87
H 0.90 -1.96 1.87
H -0.85 1.91 -1.03
H 0.81 1.52 -1.16
*
```

Summary:
LUMO energy: -0.172 Eh

natural (NBO) population analysis, charges in e, atoms 1 to 6: C -0.194; C 0.430; N -0.363; N -0.232; N 0.364; N -0.759

---

Version Q
Formula: C2H5N4O
Source: the OMol25 dataset
Level of theory: ωB97M-V/def2-TZVPD

ORCA input file:
```
! RIJCOSX wB97M-V def2-TZVPD def2/J DEFGRID3
* xyz 1 1
C -0.36 -0.03 -0.81
C -0.78 0.10 1.98
N -1.27 1.80 0.42
N -0.68 1.23 -0.56
N -1.49 1.15 1.63
N 0.66 -0.55 -1.36
O -2.41 1.65 2.25
H -1.10 -0.44 2.85
H 0.12 -0.18 1.47
H -0.74 1.85 -1.39
H 0.63 -1.54 -1.62
H 1.54 -0.07 -1.57
*
```

Summary:
LUMO energy (spin up / spin down): -0.249 / -0.249 Eh

natural (NBO) population analysis, charges in e, atoms 1 to 6: C 0.391; C -0.156; N 0.043; N -0.283; N 0.223; N -0.651

---

version P is preferred energetically. Next in line: 4.070 eV higher.

---

Version P
Formula: C24H27N5O2S
Source: the OMol25 dataset
Level of theory: ωB97M-V/def2-TZVPD

ORCA input file:
```
! RIJCOSX wB97M-V def2-TZVPD def2/J DEFGRID3
* xyz 0 1
C -3.50 -2.47 -3.91
H -2.67 -3.19 -3.93
O -3.98 -2.29 -2.60
C -3.01 -1.79 -1.72
C -3.61 -1.76 -0.31
N -2.82 -0.99 0.59
C -1.69 -1.43 1.23
N -1.21 -0.50 2.02
N -2.02 0.56 1.93
C -2.98 0.29 1.07
C -4.03 1.24 0.75
C -4.41 2.16 1.73
C -5.40 3.08 1.43
N -6.02 3.13 0.26
C -5.65 2.27 -0.67
C -4.66 1.31 -0.49
H -4.39 0.66 -1.31
H -6.17 2.35 -1.62
H -5.72 3.81 2.16
H -3.92 2.14 2.69
S -1.04 -3.01 0.97
C 0.33 -3.04 2.17
H 0.39 -4.07 2.52
H 0.05 -2.37 2.98
C 1.65 -2.65 1.51
O 2.46 -3.53 1.26
C 1.75 -1.24 1.27
C 2.69 -0.44 0.68
N 3.88 -0.70 0.11
C 4.48 0.46 -0.37
C 5.69 0.61 -1.01
C 6.07 1.89 -1.39
C 5.26 2.99 -1.13
C 4.04 2.83 -0.48
C 3.65 1.56 -0.10
C 2.42 1.06 0.60
C 1.16 1.36 -0.23
H 0.28 1.01 0.29
H 1.07 2.43 -0.39
H 1.22 0.86 -1.20
C 2.29 1.68 1.99
H 3.16 1.44 2.60
H 1.40 1.31 2.49
H 2.21 2.76 1.91
H 3.40 3.68 -0.28
H 5.57 3.97 -1.43
H 7.01 2.04 -1.89
H 6.33 -0.23 -1.21
C 4.55 -1.97 -0.05
H 4.70 -2.18 -1.11
H 5.52 -1.93 0.44
H 3.95 -2.76 0.39
H 0.89 -0.70 1.64
H -4.62 -1.34 -0.36
H -3.68 -2.79 0.07
H -2.11 -2.43 -1.73
H -2.70 -0.77 -2.02
H -3.16 -1.52 -4.34
H -4.34 -2.86 -4.49
*
```

Summary:
LUMO energy: 0.012 Eh

natural (NBO) population analysis, charges in e, atoms 1 to 6: C -0.246; H 0.170; O -0.537; C -0.069; C -0.239; N -0.359

---

Version Q
Formula: C24H27N5O2S
Source: the OMol25 dataset
Level of theory: ωB97M-V/def2-TZVPD

ORCA input file:
```
! RIJCOSX wB97M-V def2-TZVPD def2/J DEFGRID3
* xyz 0 1
C -2.41 -5.21 0.32
C -1.32 -4.16 0.17
C -1.86 -2.80 -0.27
H -2.41 -2.91 -1.20
C -2.76 -2.16 0.79
N -3.12 -0.80 0.40
N -2.10 0.02 0.28
C -2.25 1.26 -0.08
C -3.56 1.81 -0.35
C -3.80 3.13 -0.73
C -5.09 3.56 -0.96
C -6.17 2.69 -0.83
C -5.95 1.38 -0.46
C -4.65 0.93 -0.22
C -4.45 -0.47 0.18
O -5.33 -1.30 0.31
H -6.76 0.68 -0.34
H -7.17 3.04 -1.01
H -5.27 4.58 -1.25
H -2.97 3.80 -0.84
C -0.97 2.03 -0.21
O -0.89 3.19 -0.58
N 0.10 1.29 0.12
H -0.02 0.31 0.35
C 1.46 1.73 -0.07
C 2.29 0.51 -0.26
N 1.87 -0.70 -0.03
C 2.93 -1.52 -0.29
C 3.05 -2.91 -0.22
C 4.26 -3.47 -0.55
C 5.35 -2.68 -0.94
C 5.26 -1.31 -1.02
C 4.04 -0.74 -0.70
N 3.59 0.56 -0.66
H 4.10 1.40 -0.89
H 6.10 -0.70 -1.33
H 6.28 -3.17 -1.19
H 4.38 -4.54 -0.50
H 2.20 -3.51 0.09
H 1.49 2.36 -0.98
C 1.94 2.60 1.12
C 2.60 3.89 0.68
H 2.81 4.53 1.54
H 1.95 4.43 -0.01
S 4.18 3.67 -0.20
C 5.27 3.25 1.19
H 6.27 3.14 0.79
H 4.95 2.31 1.65
H 5.24 4.05 1.92
H 1.06 2.86 1.72
H 2.61 2.01 1.76
H -3.69 -2.71 0.90
H -2.23 -2.12 1.75
H -1.01 -2.13 -0.45
H -0.60 -4.50 -0.57
H -0.79 -4.04 1.12
H -3.09 -4.96 1.13
H -2.98 -5.30 -0.60
H -1.97 -6.18 0.54
*
```

Summary:
LUMO energy: 0.003 Eh

natural (NBO) population analysis, charges in e, atoms 1 to 6: C -0.608; C -0.391; C -0.408; H 0.201; C -0.227; N -0.218

---

version Q is preferred energetically. Next in line: 2.550 eV higher.